(1)
64
Properties=species:S:1:pos:R:3:forces:R:3 method="wB97M-V/def2-TZVPD" max_force_ev_per_a=3.333 mol_weight_g_mol=725.1 orbital_gap_ev=9.6 multiplicity=1
C 0.666 -3.757 -2.272 0.4 0.6 0.0
C 0.946 -2.628 -1.893 -0.5 0.0 0.2
C 1.175 -1.170 -1.403 0.6 -1.3 -1.2
C 0.437 -0.791 -0.026 1.2 -0.3 -0.8
C -1.085 -1.159 -0.225 -0.8 -0.7 0.3
C -1.751 -0.809 -1.624 -0.7 -0.3 -0.2
C -2.124 -0.708 0.893 -1.0 0.4 0.1
C -2.997 0.600 0.546 -0.6 -1.0 0.6
C 0.967 0.681 0.281 2.4 1.9 0.4
C 1.275 1.737 -0.885 -0.5 0.6 -1.1
C 0.044 2.211 -1.758 0.8 0.2 -1.0
C 0.352 3.538 -2.637 0.1 -0.1 -0.5
C 1.903 3.767 -2.908 0.3 -0.1 1.0
C -0.341 4.844 -2.059 -0.3 -0.3 -1.2
C 0.355 1.600 1.441 -0.7 0.7 0.0
C 1.303 1.992 2.648 -2.0 0.2 1.5
C 0.313 2.590 3.782 0.2 -1.1 -0.3
I 2.738 3.571 2.260 -0.2 -0.5 -0.1
N 2.395 0.450 0.748 0.6 -2.0 0.4
C 2.636 -0.796 1.405 -1.4 1.2 -1.6
O 3.599 -1.200 2.027 -1.6 0.7 -1.2
C 1.210 -1.547 1.160 0.7 0.3 2.8
C 0.615 -1.557 2.630 -1.0 -0.6 0.8
O 1.677 -2.914 0.984 -2.4 -2.3 -0.5
C 0.698 -3.857 1.088 0.6 1.6 -0.9
N -0.215 -4.577 1.041 1.3 0.5 0.4
H 0.482 -4.786 -2.667 0.2 1.7 0.7
H 2.306 -1.025 -1.350 -1.5 -0.2 0.2
H 0.848 -0.513 -2.277 0.2 -0.7 1.4
H -1.115 -2.305 -0.197 0.3 1.5 0.0
H -1.824 0.283 -1.879 0.2 -1.1 0.5
H -2.830 -1.181 -1.550 1.4 0.5 -0.1
H -1.313 -1.341 -2.516 -0.2 0.5 1.1
H -2.889 -1.552 0.987 1.1 1.0 0.0
H -1.721 -0.545 1.928 0.0 -0.4 -1.2
H -3.383 1.031 1.530 0.7 -0.3 -1.4
H -3.935 0.217 0.020 1.3 0.9 0.3
H -2.451 1.369 -0.068 -0.7 -0.8 0.8
H 2.077 1.379 -1.618 -1.1 0.1 1.1
H 1.725 2.681 -0.426 -0.6 -1.5 -0.1
H -0.868 2.424 -1.127 0.9 -0.5 -0.7
H -0.137 1.399 -2.540 -0.2 1.0 1.3
H -0.119 3.356 -3.663 0.5 0.2 1.4
H 2.468 2.813 -3.168 -0.9 1.1 0.2
H 2.131 4.527 -3.710 -0.5 -0.8 0.8
H 2.371 4.144 -1.936 -0.4 -0.4 -1.3
H -0.143 5.043 -0.966 -0.1 -0.2 -1.2
H -0.018 5.722 -2.717 -0.3 -1.0 1.2
H -1.461 4.736 -2.255 1.4 0.2 0.6
H -0.607 1.231 1.909 1.1 0.1 -0.6
H 0.073 2.595 0.950 0.2 -1.3 0.7
H 1.831 1.144 3.163 -0.2 0.9 -1.0
H -0.332 3.425 3.371 0.9 -0.9 0.6
H -0.349 1.705 4.082 0.6 1.3 -0.4
H 0.880 2.877 4.717 -0.6 0.0 -1.2
H 3.129 0.856 0.166 -0.2 -0.1 0.7
H 0.581 -0.561 3.157 0.1 -0.9 -0.8
H 1.271 -2.253 3.254 -0.6 1.1 -0.9
H -0.436 -1.992 2.716 1.4 0.5 -0.4
C -2.511 -7.353 -0.052 0.2 0.1 0.1
Br -2.620 -6.479 -1.777 0.0 -0.1 0.2
Br -4.088 -7.021 1.021 0.2 -0.1 -0.2
Br -2.146 -9.247 -0.228 -0.1 0.3 0.0
H -1.668 -6.913 0.475 -0.2 0.0 -0.1

***

(2)
66
Properties=species:S:1:pos:R:3:forces:R:3 method="wB97M-V/def2-TZVPD" max_force_ev_per_a=4.359 mol_weight_g_mol=608.6 orbital_gap_ev=4.8 multiplicity=1
Ce 0.617 0.419 0.127 -3.2 -1.4 1.1
P -0.223 1.937 2.585 -0.5 0.3 -1.7
P 0.164 -1.773 -2.278 0.3 -0.3 -0.2
N -1.014 -0.648 0.709 1.7 1.8 -1.1
H 0.491 0.506 2.033 1.1 -1.0 0.6
C -1.408 3.354 2.427 -0.2 0.5 0.6
H -1.380 3.980 3.331 -0.2 0.0 -0.1
H -2.431 2.985 2.285 0.2 0.0 0.0
H -1.167 3.992 1.568 0.1 -0.2 0.2
C 1.125 2.705 3.552 0.2 -0.1 0.0
H 0.749 3.299 4.393 -0.1 -0.2 -0.1
H 1.704 3.376 2.902 -0.1 -0.2 0.1
H 1.790 1.917 3.926 -0.1 0.2 -0.1
C -1.112 0.842 3.756 0.2 0.2 -0.2
H -1.122 1.289 4.754 -0.2 -0.1 -0.1
H -0.592 -0.118 3.770 -0.1 0.1 0.1
H -2.118 0.665 3.362 0.1 0.1 0.2
C -0.710 -1.403 -3.850 -0.1 0.2 0.1
H -0.363 -2.037 -4.675 -0.1 0.1 0.2
H -0.534 -0.350 -4.087 -0.1 -0.2 -0.1
H -1.786 -1.552 -3.709 0.2 0.1 0.0
C 1.858 -2.023 -2.960 0.0 -0.1 0.0
H 1.833 -2.729 -3.801 0.1 0.2 0.1
H 2.514 -2.402 -2.169 -0.1 0.1 -0.2
H 2.250 -1.059 -3.303 0.0 -0.2 0.0
C -0.335 -3.530 -2.074 0.0 0.0 0.3
H -0.151 -4.128 -2.977 0.0 0.2 0.1
H -1.402 -3.572 -1.826 0.2 0.0 0.0
H 0.226 -3.960 -1.235 -0.2 0.0 -0.1
C -1.964 -1.501 1.156 0.2 -0.1 0.1
C -4.282 -2.100 1.465 -0.2 -0.7 0.3
C -3.343 -1.234 0.950 0.7 0.0 0.1
C -1.559 -2.671 1.851 -0.3 0.3 -0.2
C -2.518 -3.523 2.362 -0.7 0.0 -0.1
C -3.886 -3.249 2.176 0.0 0.0 0.0
H -5.344 -1.898 1.317 0.2 -0.1 0.1
H -3.596 -0.331 0.387 0.0 -0.3 0.2
H -0.486 -2.848 1.965 -0.4 0.0 0.0
H -2.216 -4.415 2.907 -0.1 0.1 -0.1
H -4.644 -3.933 2.581 0.4 0.3 -0.2
C 1.120 2.293 -2.625 -2.1 -2.5 2.9
O 0.379 1.273 -2.394 2.1 3.1 -1.4
C 0.567 3.653 -2.267 0.0 0.2 -0.7
H 1.378 4.369 -2.164 -0.1 0.1 0.1
H 0.019 3.554 -1.323 0.1 0.0 -0.2
H -0.129 4.052 -3.015 0.1 -0.3 0.1
C 2.605 2.107 -2.686 0.3 -0.3 -0.1
H 2.918 1.649 -3.625 0.0 -0.1 0.0
H 2.900 1.427 -1.854 -0.2 0.3 -0.6
H 3.138 3.043 -2.556 0.0 0.1 -0.1
O 2.862 0.657 1.075 0.9 -1.0 -0.3
C 3.174 -0.549 0.764 -2.4 0.5 -0.6
O 2.246 -1.330 0.281 2.3 0.7 0.9
C 4.593 -0.965 0.851 0.7 0.0 0.1
C 4.960 -2.301 0.655 -0.2 0.3 -0.1
C 6.299 -2.653 0.603 0.6 0.2 0.0
C 7.281 -1.653 0.739 -2.2 0.6 0.1
C 6.920 -0.310 0.988 0.0 -0.7 -0.1
C 5.570 0.029 1.058 0.2 -0.6 -0.2
N 8.651 -1.991 0.566 3.5 -0.8 -0.4
O 8.962 -3.183 0.330 -0.9 2.3 0.5
O 9.504 -1.077 0.644 -1.7 -1.6 -0.1
H 4.182 -3.050 0.506 0.2 0.3 0.1
H 6.601 -3.685 0.434 0.0 0.3 0.0
H 7.704 0.431 1.099 -0.1 -0.1 0.0
H 5.280 1.064 1.228 -0.1 -0.3 0.0

***

(3)
62
Properties=species:S:1:pos:R:3:forces:R:3 method="wB97M-V/def2-TZVPD" max_force_ev_per_a=4.705 mol_weight_g_mol=536.1 orbital_gap_ev=5.7 total_charge=-2 multiplicity=1 de_lowest_kj_mol=202.8
C 0.168 -1.593 -3.050 0.1 0.6 -1.5
C 1.011 -0.442 -3.227 -0.3 -0.8 -0.9
C 0.187 0.704 -3.306 -0.1 -0.2 0.5
C 2.477 -0.445 -3.439 0.2 0.1 -0.1
C -1.159 0.298 -3.160 -0.3 -0.8 -0.6
C -1.184 -1.129 -3.008 0.0 0.6 -1.3
C -2.402 -1.977 -2.960 -0.1 -0.1 0.0
C 0.612 -3.009 -3.039 0.1 -0.2 0.0
C 0.651 2.089 -3.550 0.2 0.2 -0.1
C -2.333 1.192 -3.293 -0.1 0.1 0.0
Sn -0.132 -0.441 -1.100 0.7 0.5 4.6
Cl 4.788 1.030 -0.255 0.3 0.3 -0.2
Cl 2.026 -1.205 -0.414 1.4 -0.7 -0.9
O -1.881 0.157 -0.266 -1.4 1.2 -1.0
H 2.929 -1.377 -3.121 0.1 -0.1 0.1
H 2.963 0.358 -2.893 0.2 0.0 0.2
H 2.686 -0.307 -4.502 0.1 0.0 -0.2
H 1.611 2.279 -3.082 0.2 0.0 0.1
H -0.053 2.821 -3.167 -0.1 0.2 0.0
H 0.760 2.255 -4.624 0.0 0.1 -0.1
H -2.185 2.129 -2.765 0.0 0.2 0.1
H -3.235 0.735 -2.905 -0.1 -0.1 0.1
H -2.491 1.422 -4.349 -0.1 0.1 -0.1
H -3.212 -1.481 -2.435 -0.1 0.1 0.1
H -2.208 -2.920 -2.457 0.0 -0.1 0.1
H -2.740 -2.202 -3.973 -0.1 -0.1 -0.1
H 1.567 -3.119 -2.536 0.1 0.1 0.1
H 0.717 -3.376 -4.062 0.0 -0.1 -0.2
H -0.100 -3.644 -2.523 -0.1 -0.1 0.1
H -1.832 1.040 0.124 0.1 -0.3 0.0
O -0.653 -2.005 -0.106 -1.5 -2.8 0.2
H -1.580 -1.945 0.173 0.5 0.2 -0.2
C -0.592 3.322 0.767 0.0 0.2 -0.5
C 0.368 3.027 1.924 0.5 -0.2 0.0
C 0.422 4.283 2.821 0.2 0.0 0.3
C 0.071 1.711 2.697 -0.2 0.3 0.8
C -0.230 1.776 4.077 0.2 0.0 -1.0
C -0.387 0.640 4.840 -0.1 0.0 0.4
C -0.200 -0.600 4.277 0.2 0.3 -0.9
C 0.106 -0.761 2.912 0.0 0.4 0.0
C 0.442 -2.201 2.514 0.3 -0.1 0.3
C 1.677 -2.716 3.278 0.4 0.0 0.3
C -0.740 -3.167 2.726 -0.1 -0.1 -0.1
C 0.175 0.424 2.063 0.3 0.2 -1.9
O 0.404 0.457 0.704 0.0 1.1 3.9
H -1.643 3.351 1.125 0.5 -0.1 -0.3
H -0.462 2.598 -0.052 -0.3 0.1 0.5
H -0.347 4.303 0.306 -0.2 -0.3 0.4
H 1.391 2.929 1.499 -0.6 -0.2 0.1
H -0.572 4.502 3.266 0.5 -0.1 -0.1
H 1.178 4.151 3.626 -0.6 0.1 -0.3
H 0.734 5.170 2.229 -0.2 -0.5 0.2
H -0.335 2.708 4.609 0.1 0.4 -0.2
H -0.609 0.722 5.897 0.0 0.1 0.1
H -0.270 -1.451 4.943 0.1 -0.3 -0.2
H 0.771 -2.246 1.493 -0.4 0.2 -0.5
H 1.500 -2.778 4.371 0.1 0.0 -0.4
H 1.948 -3.734 2.920 -0.2 0.5 0.2
H 2.545 -2.047 3.094 -0.5 -0.4 0.1
H -1.643 -2.827 2.187 0.5 -0.2 0.2
H -0.470 -4.180 2.357 -0.2 0.5 0.2
H -1.007 -3.258 3.798 0.2 0.0 -0.4